The following is a DFT calculation (ωB97M-V with the def2-TZVPD basis set) of C8H5BrFN in the gas phase in a non-equilibrium geometry.

## Properties
**SMILES**: FC(Br)=C=Nc1ccccc1
**HOMO-LUMO gap**: 8.2 eV

The geometry in ORCA input format:
```
! RIJCOSX wB97M-V def2-TZVPD def2/J DEFGRID3
* xyz 0 1
F 5.835 0.519 1.949
C 5.204 0.088 0.857
Br 6.278 -0.042 -0.652
C 3.892 -0.097 0.707
N 2.768 -0.548 0.601
C 1.456 -0.196 0.288
C 0.785 -1.109 -0.473
C -0.469 -0.777 -0.848
C -1.189 0.268 -0.207
C -0.531 1.061 0.676
C 0.867 0.963 0.780
H 1.359 -1.903 -0.815
H -0.938 -1.425 -1.526
H -2.210 0.435 -0.336
H -1.027 1.806 1.182
H 1.363 1.705 1.411
*
```



The following is a DFT calculation (ωB97M-V with the def2-TZVPD basis set) of a molecular structure, C48H43N6O5S4SnTe.

## Properties
**HOMO-LUMO gap**: 6.4 eV

The geometry in ORCA input format:
```
! RIJCOSX wB97M-V def2-TZVPD def2/J DEFGRID3
* xyz 1 1
Sn -0.693 -0.633 -1.965
N -4.619 -6.498 2.729
C -3.674 -5.824 2.005
C -3.207 -4.572 2.431
C -2.282 -3.880 1.681
C -1.805 -4.416 0.488
C -2.241 -5.670 0.065
C -3.163 -6.365 0.815
S -0.631 -3.500 -0.427
O -0.051 -2.536 0.475
O 0.202 -4.383 -1.182
N -1.469 -2.492 -1.497
C -2.023 -3.047 -2.664
N -2.470 -4.296 -2.674
C -3.013 -4.713 -3.814
C -3.138 -3.901 -4.931
C -2.644 -2.617 -4.808
N -2.075 -2.194 -3.682
H -4.835 -6.198 3.661
H -4.812 -7.458 2.514
H -3.568 -4.155 3.365
H -1.899 -2.931 2.034
H -1.838 -6.097 -0.842
H -3.494 -7.345 0.491
H -3.373 -5.737 -3.826
H -3.595 -4.254 -5.844
H -2.693 -1.902 -5.622
C 1.988 0.115 4.664
C 1.652 0.078 3.200
C 2.378 -0.709 2.306
C 2.094 -0.747 0.945
C 2.819 -1.696 0.051
O 2.377 -2.019 -1.037
C 4.120 -2.289 0.493
C 5.156 -1.511 1.005
C 6.370 -2.099 1.327
C 6.545 -3.466 1.160
C 5.512 -4.244 0.652
C 4.307 -3.655 0.303
C 1.028 0.029 0.469
O 0.750 0.081 -0.858
C 0.299 0.842 1.342
C 0.611 0.857 2.689
C -0.792 1.728 0.808
N -2.002 1.364 0.672
C -2.415 0.020 1.044
C -3.054 -0.029 2.439
Te -4.344 1.605 2.966
C -2.795 2.826 3.710
C -2.081 2.449 4.846
C -1.050 3.249 5.324
C -0.737 4.441 4.681
C -1.463 4.833 3.565
C -2.488 4.028 3.080
C -0.428 3.130 0.449
C -1.383 3.968 -0.133
C -1.076 5.286 -0.416
C 0.189 5.792 -0.119
C 1.141 4.967 0.456
C 0.836 3.639 0.735
H 2.654 -0.704 4.937
H 1.088 0.043 5.278
H 2.485 1.053 4.924
H 3.163 -1.345 2.691
H 5.017 -0.444 1.140
H 7.180 -1.491 1.712
H 7.489 -3.926 1.425
H 5.650 -5.310 0.520
H 3.498 -4.244 -0.113
H 0.039 1.505 3.348
H -1.575 -0.685 1.034
H -3.147 -0.319 0.305
H -2.288 -0.058 3.217
H -3.662 -0.929 2.536
H -2.337 1.534 5.370
H -0.501 2.947 6.209
H 0.064 5.066 5.056
H -1.225 5.761 3.057
H -3.037 4.330 2.196
H -2.369 3.566 -0.332
H -1.825 5.930 -0.862
H 0.425 6.827 -0.334
H 2.125 5.354 0.692
H 1.586 3.002 1.192
S -2.567 0.633 -2.828
C -1.529 2.005 -3.080
N -0.310 2.003 -2.626
C 0.311 3.228 -2.867
C 1.578 3.607 -2.422
C 2.056 4.858 -2.768
C 1.290 5.735 -3.539
C 0.019 5.386 -3.961
C -0.462 4.130 -3.610
S -2.026 3.434 -3.925
H 2.147 2.946 -1.781
H 3.034 5.171 -2.422
H 1.687 6.710 -3.793
H -0.586 6.078 -4.535
C 1.412 0.575 -5.428
S 1.758 -0.828 -4.385
C 2.899 -0.064 -3.269
O 0.423 -1.031 -3.642
H 2.301 0.753 -6.036
H 1.168 1.447 -4.821
H 0.578 0.295 -6.070
H 3.767 0.226 -3.865
H 3.169 -0.807 -2.521
H 2.428 0.797 -2.803
*
```



The following is a DFT calculation (ωB97M-V with the def2-TZVPD basis set) of 11 unconnected molecules or ions with the total composition C22H44O44S11 in a non-equilibrium geometry.

## Properties
**SMILES**: O=S1(=O)OCCO1.O=S1(=O)OCCO1.O=S1(=O)OCCO1.O=S1(=O)OCCO1.O=S1(=O)OCCO1.O=S1(=O)OCCO1.O=S1(=O)OCCO1.O=S1(=O)OCCO1.O=S1(=O)OCCO1.O=S1(=O)OCCO1.O=S1(=O)OCCO1
**HOMO-LUMO gap**: 10.2 eV

The geometry in ORCA input format:
```
! RIJCOSX wB97M-V def2-TZVPD def2/J DEFGRID3
* xyz 0 1
O -3.839 3.267 4.355
S -3.751 1.812 4.657
O -2.854 1.305 5.709
O -5.175 0.986 4.774
C -5.318 -0.112 3.856
C -3.972 -0.207 3.150
O -3.471 1.080 3.158
H -5.583 -0.999 4.430
H -6.013 0.222 3.086
H -3.863 -0.520 2.112
H -3.331 -0.785 3.816
O 3.488 -2.915 2.328
S 3.106 -4.243 2.037
O 3.259 -5.234 3.117
O 1.521 -4.295 1.557
C 1.360 -5.130 0.440
C 2.734 -5.766 0.113
O 3.630 -4.831 0.569
H 0.561 -5.863 0.554
H 1.026 -4.667 -0.489
H 2.906 -5.865 -0.959
H 3.030 -6.716 0.559
O 2.123 -4.044 -3.221
S 3.202 -3.043 -3.235
O 2.887 -1.642 -2.923
O 4.612 -3.528 -2.485
C 5.729 -3.026 -3.059
C 5.458 -3.236 -4.524
O 4.024 -3.165 -4.720
H 5.841 -2.008 -2.688
H 6.564 -3.664 -2.769
H 5.801 -4.241 -4.771
H 5.812 -2.411 -5.141
O -2.343 -3.017 -2.087
S -3.453 -3.201 -1.183
O -3.327 -4.233 -0.131
O -3.884 -1.739 -0.471
C -5.313 -1.652 -0.367
C -5.956 -2.490 -1.439
O -4.959 -3.327 -1.963
H -5.567 -2.044 0.618
H -5.537 -0.586 -0.367
H -6.370 -1.839 -2.208
H -6.760 -3.178 -1.178
O -1.531 0.072 1.515
S -0.879 -1.237 1.499
O -1.121 -2.157 2.619
O -0.845 -2.021 0.039
C 0.115 -1.452 -0.834
C 1.037 -0.637 0.043
O 0.709 -1.060 1.375
H 0.481 -2.298 -1.416
H -0.560 -0.877 -1.469
H 0.948 0.450 0.033
H 2.101 -0.872 0.012
O 3.884 3.214 3.060
S 3.016 3.194 1.926
O 2.671 1.946 1.262
O 1.603 4.053 2.393
C 1.702 5.396 1.970
C 3.106 5.689 1.343
O 3.536 4.388 0.870
H 1.002 5.588 1.157
H 1.531 6.093 2.790
H 3.762 5.999 2.156
H 3.141 6.422 0.538
O 8.736 -0.301 -0.110
S 7.519 -1.122 -0.072
O 7.664 -2.538 -0.432
O 6.553 -1.014 1.285
C 5.351 -0.214 1.131
C 5.416 0.352 -0.261
O 6.259 -0.529 -1.024
H 4.497 -0.886 1.216
H 5.329 0.519 1.937
H 5.891 1.330 -0.188
H 4.385 0.544 -0.558
O 3.440 2.078 7.417
S 3.044 1.168 6.331
O 3.994 0.216 5.750
O 1.639 0.375 6.638
C 0.760 0.283 5.561
C 1.219 1.273 4.516
O 2.217 2.066 5.125
H 0.604 -0.740 5.219
H -0.251 0.580 5.839
H 0.383 1.907 4.219
H 1.441 0.882 3.524
O 1.222 4.222 -1.543
S 0.131 3.199 -1.393
O -0.774 3.137 -0.241
O -0.714 3.292 -2.815
C 0.087 2.809 -3.915
C 0.797 1.543 -3.275
O 0.582 1.701 -1.911
H -0.579 2.526 -4.729
H 0.791 3.564 -4.265
H 1.824 1.581 -3.639
H 0.460 0.568 -3.625
O -2.984 0.193 -2.793
S -2.848 -0.020 -4.256
O -1.592 -0.567 -4.802
O -4.272 -0.706 -4.775
C -5.335 0.290 -4.716
C -4.610 1.506 -5.310
O -3.269 1.398 -5.003
H -6.296 0.128 -5.204
H -5.515 0.541 -3.671
H -5.025 2.440 -4.933
H -4.621 1.569 -6.399
O -6.790 4.070 0.400
S -6.209 2.844 -0.282
O -7.086 1.770 -0.693
O -5.135 3.332 -1.555
C -3.782 3.227 -1.146
C -3.775 2.090 -0.091
O -4.979 2.131 0.569
H -3.048 2.882 -1.874
H -3.410 4.201 -0.829
H -2.946 2.135 0.616
H -3.831 1.070 -0.471
*
```



E_HOMO (computed, eV): -8.18 -9.40 -10.32
Energy relative to the best compared isomer or geometry (same formula, charge and spin) (computed, kcal per mole): 17.7 8.8 174.4